C6H10O in the gas phase at a distorted geometry. Source: the OMol25 dataset; level of theory: the ωB97M-V functional and the def2-TZVPD basis.

ORCA input file:
```
! wB97M-V def2-TZVPD RIJCOSX def2/J DEFGRID3
* xyz 0 1
C 0.272 1.488 -1.748
C 0.106 0.412 -0.715
C 0.902 -0.799 -0.963
C -0.763 0.462 0.310
C -0.359 -0.071 1.647
C -0.720 -1.458 2.098
O -1.097 -2.355 1.381
H 0.375 1.181 -2.798
H 1.210 1.984 -1.464
H -0.534 2.213 -1.644
H -0.209 -0.810 -1.486
H 0.858 -1.671 -0.310
H 1.908 -0.675 -1.419
H -1.731 0.934 0.184
H -0.706 0.632 2.417
H 0.746 -0.043 1.683
H -0.564 -1.623 3.189
*
```

Calculated values
* HOMO level: -8.0 eV
* HOMO-LUMO gap: 0.327 hartree
* energy above the lowest of the compared OMol25 structures with the same formula, charge and spin: 2.878 eV
* structure (SMILES): CC(C)=CCC=O



C19H23N5O3 in the gas phase at a distorted geometry. Source: the OMol25 dataset; level of theory: the ωB97M-V functional and the def2-TZVPD basis.

ORCA input file:
```
! wB97M-V def2-TZVPD RIJCOSX def2/J DEFGRID3
* xyz 0 1
C -1.440 2.527 -0.105
C -0.194 3.382 0.081
O -0.618 4.670 0.464
C 0.753 2.780 1.141
N 1.310 1.513 0.729
C 0.734 0.355 1.136
N -0.009 0.230 2.229
C -0.302 -1.087 2.295
C 0.263 -1.782 1.239
C 0.109 -3.182 1.062
O 0.566 -3.866 0.158
N -0.672 -3.735 2.086
C -0.916 -5.167 2.041
C -1.249 -3.076 3.159
O -1.904 -3.675 3.985
N -1.046 -1.713 3.243
C -1.618 -0.959 4.336
N 0.942 -0.825 0.496
C 1.615 -1.045 -0.766
C 0.929 -0.259 -1.841
C 1.515 0.709 -2.546
C 0.888 1.567 -3.541
C -0.490 1.589 -3.765
C -1.037 2.442 -4.703
C -0.224 3.290 -5.438
C 1.144 3.282 -5.226
C 1.693 2.432 -4.285
H -2.086 2.985 -0.848
H -1.169 1.528 -0.433
H -1.979 2.462 0.837
H 0.351 3.439 -0.881
H 0.151 5.226 0.632
H 1.581 3.476 1.323
H 0.212 2.615 2.073
H 1.670 1.497 -0.216
H -1.988 -5.358 1.984
H -0.412 -5.556 1.160
H -0.526 -5.638 2.943
H -2.324 -0.224 3.948
H -2.127 -1.661 4.993
H -0.827 -0.438 4.874
H 1.547 -2.119 -0.966
H 2.670 -0.763 -0.679
H -0.114 -0.503 -1.979
H 2.574 0.894 -2.392
H -1.140 0.941 -3.199
H -2.105 2.447 -4.862
H -0.656 3.955 -6.171
H 1.784 3.941 -5.794
H 2.762 2.431 -4.123
*
```

Calculated values
* HOMO level: -7.7 eV
* HOMO-LUMO gap: 0.294 hartree
* energy above the lowest of the compared OMol25 structures with the same formula, charge and spin: 0.282 eV
* structure (SMILES): C[C@@H](O)CNc1nc2c(c(=O)n(C)c(=O)n2C)n1C/C=C/c1ccccc1



3 unconnected molecules or ions with the total composition C13H25BClFO7P at a distorted geometry. Source: the OMol25 dataset; level of theory: the ωB97M-V functional and the def2-TZVPD basis.

ORCA input file:
```
! wB97M-V def2-TZVPD RIJCOSX def2/J DEFGRID3
* xyz -1 1
C -3.874 8.945 1.608
C -3.290 7.927 1.245
B -2.627 6.604 0.536
C -1.156 6.269 1.198
C -0.989 4.674 1.256
C -0.471 4.080 -0.114
F 0.586 3.131 0.211
P -2.611 6.879 -1.379
O -2.697 5.331 -2.163
Cl -0.755 7.712 -2.000
H -4.724 9.629 1.840
H -3.369 5.681 0.751
H -0.282 6.699 0.629
H -1.086 6.623 2.277
H -1.955 4.167 1.544
H -0.238 4.368 2.055
H -0.046 4.851 -0.810
H -1.268 3.496 -0.645
H -3.579 5.367 -2.581
C 2.471 0.743 0.156
C 3.837 0.157 0.451
O 3.794 -0.747 1.568
C 3.251 -1.943 1.325
O 2.811 -2.327 0.270
O 3.256 -2.642 2.472
C 2.605 -3.906 2.379
H 2.054 1.215 1.047
H 2.533 1.485 -0.641
H 1.764 -0.029 -0.153
H 4.520 0.961 0.731
H 4.264 -0.339 -0.424
H 3.018 -4.506 1.568
H 1.531 -3.762 2.240
H 2.766 -4.433 3.318
C 1.261 -4.912 -1.054
C 0.961 -5.814 -2.234
O 0.077 -6.885 -1.868
C -1.207 -6.545 -1.704
O -1.676 -5.445 -1.841
O -1.883 -7.644 -1.332
C -3.253 -7.398 -1.019
H 1.648 -5.495 -0.214
H 1.993 -4.150 -1.325
H 0.361 -4.406 -0.700
H 1.887 -6.281 -2.575
H 0.552 -5.253 -3.078
H -3.764 -6.899 -1.842
H -3.325 -6.804 -0.106
H -3.732 -8.361 -0.846
*
```

Calculated values
* HOMO level: -4.1 eV
* HOMO-LUMO gap: 0.222 hartree



8 unconnected molecules or ions with the total composition H16O8. Source: the OMol25 dataset; level of theory: the ωB97M-V functional and the def2-TZVPD basis.

ORCA input file:
```
! wB97M-V def2-TZVPD RIJCOSX def2/J DEFGRID3
* xyz 0 1
O -0.547 1.342 2.699
H -0.417 0.947 1.824
H -1.090 2.118 2.536
O -3.936 -0.378 -0.345
H -3.161 -0.919 -0.155
H -3.631 0.529 -0.249
O -0.642 1.744 -3.245
H -0.475 1.566 -2.312
H -0.377 2.662 -3.359
O 2.905 -0.199 1.713
H 2.236 -0.821 1.401
H 2.969 -0.354 2.661
O -1.730 -1.726 -1.623
H -1.551 -2.671 -1.654
H -2.376 -1.565 -2.322
O -0.303 0.151 0.072
H 0.457 -0.393 0.309
H -0.694 -0.300 -0.693
O 1.807 -2.691 0.768
H 1.477 -3.458 0.292
H 2.702 -2.920 1.044
O 2.145 2.801 0.373
H 2.039 1.956 0.827
H 2.194 2.578 -0.561
*
```

Calculated values
* HOMO level: -10.8 eV
* HOMO-LUMO gap: 0.389 hartree
* energy above the lowest of the compared OMol25 structures with the same formula, charge and spin: 2.136 eV
* structure (SMILES): O.O.O.O.O.O.O.O



C20H14ClN3O4 in the gas phase at a distorted geometry. Source: the OMol25 dataset; level of theory: the ωB97M-V functional and the def2-TZVPD basis.

ORCA input file:
```
! wB97M-V def2-TZVPD RIJCOSX def2/J DEFGRID3
* xyz 0 1
O 2.213 -4.313 -0.137
C 1.786 -3.255 0.223
O 0.684 -2.728 -0.283
C 2.510 -2.435 1.321
N 2.608 -1.053 0.966
C 1.596 -0.170 1.144
C 1.842 1.005 0.465
C 0.950 2.107 0.311
C -0.400 2.007 0.302
N -1.270 3.083 0.159
C -2.567 2.684 0.025
O -3.531 3.390 -0.116
N -2.540 1.282 0.074
C -3.691 0.470 -0.049
C -4.893 0.883 0.514
C -6.020 0.092 0.391
C -5.939 -1.117 -0.282
Cl -7.344 -2.109 -0.427
C -4.742 -1.537 -0.842
C -3.619 -0.740 -0.731
C -1.254 0.811 0.256
O -0.944 -0.365 0.327
C 3.128 0.836 -0.156
C 3.923 1.647 -0.961
C 5.113 1.139 -1.433
C 5.517 -0.163 -1.134
C 4.746 -0.991 -0.344
C 3.555 -0.478 0.149
H 0.371 -1.876 0.084
H 1.939 -2.537 2.250
H 3.501 -2.870 1.467
H 0.788 -0.395 1.812
H 1.391 3.080 0.133
H -0.988 4.048 0.120
H -4.952 1.826 1.031
H -6.956 0.410 0.821
H -4.690 -2.478 -1.365
H -2.688 -1.064 -1.165
H 3.613 2.652 -1.206
H 5.747 1.754 -2.054
H 6.451 -0.530 -1.533
H 5.058 -2.001 -0.128
*
```

Calculated values
* HOMO level: -8.0 eV
* HOMO-LUMO gap: 0.273 hartree
* structure (SMILES): O=C(O)Cn1cc(/C=C2/NC(=O)N(c3ccc(Cl)cc3)C2=O)c2ccccc21



A gas-phase ion, C2H7N4O (charge +1) at a distorted geometry. Source: the OMol25 dataset; level of theory: the ωB97M-V functional and the def2-TZVPD basis.

ORCA input file:
```
! wB97M-V def2-TZVPD RIJCOSX def2/J DEFGRID3
* xyz 1 3
C -0.331 -0.347 -0.809
C 0.265 0.898 -0.163
N 1.422 0.254 0.587
N 1.548 -0.950 0.429
N 0.618 -1.362 -0.508
N -0.553 1.515 0.915
O 0.433 -2.593 -0.846
H -1.250 -0.495 -0.383
H -0.676 -0.119 -1.885
H 0.635 1.721 -0.828
H 0.088 1.914 1.604
H -1.007 0.712 1.554
H -1.428 2.117 0.483
H 0.236 -3.265 -0.150
*
```

Calculated values
* HOMO level (alpha / beta): -10.1 / -13.7 eV
* HOMO-LUMO gap (alpha / beta): 0.223 / 0.267 hartree
* energy above the lowest of the compared OMol25 structures with the same formula, charge and spin: 3.954 eV



A molecular structure, C5H13NO at a distorted geometry. Source: the OMol25 dataset; level of theory: the ωB97M-V functional and the def2-TZVPD basis.

ORCA input file:
```
! wB97M-V def2-TZVPD RIJCOSX def2/J DEFGRID3
* xyz 0 1
C -0.841 -0.374 0.869
C -0.706 0.872 -0.022
C 0.001 -1.585 0.641
C 0.649 1.575 0.054
C -1.035 0.494 -1.464
N 0.607 -1.836 -0.454
O -0.923 -0.127 2.247
H -1.500 0.630 2.393
H 3.439 -0.825 -0.421
H -1.471 1.578 0.336
H 1.112 -2.712 -0.451
H 2.693 -1.026 -0.564
H 0.151 -2.142 1.574
H -1.768 -0.981 0.520
H 1.427 0.930 -0.345
H -0.320 -0.240 -1.824
H 0.609 2.492 -0.529
H 0.893 1.831 1.084
H -2.036 0.074 -1.540
H -0.981 1.373 -2.103
*
```

Calculated values
* HOMO level: -9.7 eV
* HOMO-LUMO gap: 0.387 hartree
* energy above the lowest of the compared OMol25 structures with the same formula, charge and spin: 2.413 eV



A molecular structure, C6H3Cl2LaMnNO3S at a distorted geometry. Source: the OMol25 dataset; level of theory: the ωB97M-V functional and the def2-TZVPD basis.

ORCA input file:
```
! wB97M-V def2-TZVPD RIJCOSX def2/J DEFGRID3
* xyz 4 5
La -1.723 -1.500 -1.351
Mn -0.367 -0.059 0.807
Cl 0.115 0.217 -1.733
Cl -0.649 -2.558 0.744
C -0.787 -0.147 2.575
C -3.039 -0.543 -3.048
C -3.692 -2.760 -1.143
O -1.005 -0.249 3.696
O -3.574 0.006 -3.934
O -4.601 -3.473 -0.948
S 3.953 0.906 0.239
C 3.002 2.379 0.590
C 1.673 2.078 0.746
N 1.400 0.688 0.640
C 2.508 -0.017 0.327
H 3.437 3.373 0.670
H 0.854 2.770 0.963
H 2.495 -1.111 0.161
*
```

Calculated values
* HOMO level (alpha / beta): -25.5 / -25.0 eV
* HOMO-LUMO gap (alpha / beta): 0.306 / 0.233 hartree
* energy above the lowest of the compared OMol25 structures with the same formula, charge and spin: 2.753 eV



Question: Number 1 is which compound?
Answer: C6H10O